The following is a DFT calculation (ωB97M-V/def2-TZVPD) of C12H28NbO3 as an isolated structure at a distorted geometry.

* HOMO: -3.76 eV
* orbital gap: 5.592 eV
* lowest unoccupied orbital energy: 1.829 eV
* net charge: -1
* maximum force: 1.256 eV/Å

XYZ file:
```
44
Properties=species:S:1:pos:R:3:forces:R:3:lowdin_charge:R:1
Nb 4.1545 -3.4920 0.3018 -0.27 0.34 0.43 0.76
O -3.0994 5.1801 1.4725 -0.04 0.06 0.03 0.07
O -0.7528 1.6234 -1.7887 -0.11 0.16 0.02 0.06
O 2.3116 -2.3272 -2.6389 0.09 -0.07 -0.24 0.00
C -4.7264 4.9549 3.1961 0.14 -0.05 -0.01 -0.02
C -5.2123 6.1613 0.9811 0.12 -0.01 -0.08 -0.02
C 0.5226 -0.9469 -3.3432 0.06 -0.07 0.03 -0.03
C -1.0730 1.6343 -0.6217 0.08 -0.14 0.14 -0.49
C -0.7244 0.4929 0.3044 0.05 -0.02 -0.13 -0.01
C 2.1627 -5.1377 1.8754 -0.30 -0.24 -0.43 -0.41
C 1.2340 -4.4958 2.6198 0.26 -0.06 0.16 -0.08
C 2.6730 -1.2529 -4.7389 0.08 -0.10 0.11 -0.03
C -4.2249 5.4083 1.8439 -0.12 0.02 0.05 -0.50
C -1.8358 2.7851 -0.0101 0.03 0.00 -0.22 -0.04
C 1.8830 -1.5906 -3.4889 -0.15 0.07 0.05 -0.50
C 3.6145 -5.0381 1.9565 0.64 -0.58 0.91 -0.46
H 0.0881 -1.2722 -2.4022 -0.04 0.00 -0.01 0.07
H -5.5496 7.0640 1.4938 -0.03 -0.02 0.03 0.08
H 3.1001 -4.5920 -0.7235 -0.13 -0.13 0.70 -0.13
H -1.6336 0.0602 0.7272 0.00 0.04 0.04 0.08
H -0.1363 -1.2320 -4.1669 0.05 0.03 -0.05 0.08
H 1.4431 -4.2080 3.6495 0.28 0.74 -0.37 0.03
H 4.1344 -5.9779 1.7520 -0.05 0.00 -0.07 0.01
H -0.1720 -0.2756 -0.2296 0.03 0.00 0.01 0.07
H 4.8462 -2.7483 1.8676 -0.54 -0.18 -0.16 -0.15
H -3.9337 4.4275 3.7203 0.00 -0.01 0.01 0.08
H -1.2689 3.2302 0.8076 -0.04 -0.04 0.05 0.08
H -4.7405 6.4317 0.0400 -0.01 0.01 -0.01 0.08
H 5.6168 -4.6001 -0.1267 -0.37 0.28 -0.57 -0.18
H 1.8031 -5.8043 1.0867 -0.03 0.74 -0.43 0.06
H 3.9234 -4.6487 2.9316 0.10 -0.04 -0.14 0.00
H -2.7826 2.4282 0.3995 0.03 0.00 0.07 0.08
H -2.0325 3.5471 -0.7597 0.00 0.00 -0.01 0.08
H -5.5871 4.2943 3.0772 -0.03 0.04 -0.01 0.08
H 3.6260 -1.7755 -4.7090 0.01 0.01 -0.01 0.08
H 2.6741 -2.3612 0.3056 0.25 0.14 -0.65 -0.17
H 2.1167 -1.5502 -5.6304 -0.03 0.03 0.00 0.07
H 5.0887 -2.3489 -0.8217 0.36 -0.24 0.51 -0.20
H 0.2652 -4.2202 2.2137 -0.22 -0.74 0.24 0.02
H -5.0464 5.8146 3.7876 -0.04 0.00 -0.02 0.08
H -0.1129 0.8523 1.1339 -0.04 0.02 0.02 0.09
H -6.0898 5.5428 0.7847 -0.02 0.01 0.04 0.08
H 0.6063 0.1397 -3.3341 -0.03 0.01 -0.04 0.07
H 2.8467 -0.1767 -4.7958 -0.04 0.01 -0.01 0.08
```
Forces are in eV/Å.

---

The following is a DFT calculation (ωB97M-V/def2-TZVPD) of C12H28O6Sn as an isolated structure at a distorted geometry.

* HOMO: -15.18 eV
* energy relative to the best compared isomer or geometry (same formula, charge and spin): 703.8 kJ/mol
* orbital gap: 7.920 eV
* lowest unoccupied orbital energy: -7.264 eV
* net charge: +2
* maximum force: 6.191 eV/Å

XYZ file:
```
47
Properties=species:S:1:pos:R:3:forces:R:3:lowdin_charge:R:1
Sn 11.5929 -20.6613 -3.3868 -1.57 1.51 2.76 1.74
O 11.7703 -19.7085 -0.9616 -0.74 0.85 0.44 -0.34
O 11.5529 -22.3676 -1.8808 -1.00 1.36 2.28 -0.36
O 13.6366 -21.0290 -7.5974 -0.50 -1.56 1.90 -0.20
O 12.6270 -21.4356 -4.8595 5.19 2.13 -2.62 -0.40
O 11.6256 -23.1705 -4.5504 -2.14 -3.91 1.84 -0.37
O 13.5354 -21.5267 -2.3011 4.30 0.07 -2.29 -0.32
C 11.9742 -21.8224 -6.0670 -0.65 1.64 -3.45 -0.22
C 14.0037 -20.9906 -8.9293 0.07 1.10 -1.44 -0.11
C 11.6259 -18.3193 -0.4708 1.01 -0.38 0.78 0.00
C 13.8453 -22.1935 -4.6337 2.22 0.99 0.15 -0.10
C 10.8841 -23.8543 -5.5290 -3.62 -1.63 1.87 -0.06
C 14.6008 -21.7628 -3.3699 -2.10 1.29 -0.01 -0.05
C 10.7578 -21.8969 -0.7503 0.00 2.02 0.74 -0.09
C 11.5782 -20.7482 0.0031 -1.86 -1.41 -1.91 -0.13
C 12.2198 -21.0153 -7.3279 2.63 1.42 0.66 -0.11
C 14.2281 -21.4586 -1.0478 -0.02 -0.13 1.04 -0.03
C 11.3590 -23.6801 -2.2082 0.24 -2.33 -2.29 -0.11
C 12.1717 -23.9514 -3.5429 -1.55 -0.79 3.09 -0.13
H 14.5787 -21.9896 -5.4138 -0.54 -0.42 -0.59 0.16
H 15.0775 -20.7787 -0.9817 -0.26 0.40 -0.54 0.13
H 10.4160 -22.5905 0.0180 0.60 -0.85 -0.48 0.15
H 12.5570 -21.2007 0.1623 -2.53 0.28 1.98 0.06
H 13.5284 -21.7338 -9.5696 -0.26 -0.19 0.15 0.10
H 12.2445 -25.0148 -3.7712 -0.22 -0.02 -0.06 0.17
H 12.6333 -17.9992 -0.2046 -0.01 0.21 -0.17 0.10
H 12.0336 -19.9590 -7.1337 -0.78 0.17 -0.26 0.14
H 10.1354 -23.1256 -5.8398 0.03 -0.78 -0.68 0.12
H 11.4175 -24.3059 -6.3653 0.04 -0.30 0.35 0.14
H 13.7294 -19.9895 -9.2617 0.10 0.04 -0.74 0.10
H 13.5026 -23.2064 -4.4221 1.96 1.31 -2.89 0.08
H 10.2659 -24.5276 -4.9352 0.09 -0.97 -0.64 0.13
H 11.0603 -18.2792 0.4601 -0.29 -0.29 -0.21 0.10
H 13.1766 -23.5496 -3.4129 -1.00 -1.51 2.18 0.09
H 11.7245 -24.3610 -1.4395 -0.29 0.05 0.20 0.16
H 12.1337 -22.8704 -6.3207 1.13 1.61 -0.32 0.12
H 11.6626 -21.3904 -8.1864 -0.32 -0.14 0.23 0.15
H 14.6135 -22.4217 -0.7131 -0.08 -0.41 -0.56 0.13
H 13.4497 -21.2096 -0.3265 3.01 0.17 -1.30 0.02
H 10.2939 -23.7509 -2.4289 -0.17 -0.99 0.12 0.15
H 15.0795 -21.0997 -9.0668 -0.04 -0.03 0.47 0.10
H 15.1208 -20.8112 -3.4799 0.12 -0.09 -0.07 0.15
H 11.0506 -20.4773 0.9176 0.10 0.31 -0.15 0.15
H 9.8539 -21.5240 -1.2321 -0.27 0.40 0.44 0.12
H 11.1965 -17.6138 -1.1821 -0.05 -0.62 -0.34 0.10
H 10.9087 -21.7055 -5.8689 0.29 0.47 -0.11 0.11
H 15.3141 -22.5535 -3.1371 -0.20 -0.05 0.47 0.16
```
Forces are in eV/Å.

---

The following is a DFT calculation (ωB97M-V/def2-TZVPD) of a 4-piece molecular cluster, C12H28O8 overall at a distorted geometry.

* HOMO: -10.23 eV
* SMILES: O=C1OC[C@](O)(CCCO)O1.CCO.CCO.CCO
* orbital gap: 10.541 eV
* lowest unoccupied orbital energy: 0.312 eV
* net charge: 0
* maximum force: 2.308 eV/Å

XYZ file:
```
48
Properties=species:S:1:pos:R:3:forces:R:3:lowdin_charge:R:1
O 1.5054 -4.4537 -2.1987 -0.20 0.07 -0.02 -0.09
O 2.7165 3.8097 0.0520 0.04 1.34 0.07 0.11
O 3.5798 3.4736 2.0676 0.41 0.66 0.10 0.07
O 1.0681 -0.6901 -0.5680 0.19 0.08 0.19 -0.10
O -2.8095 3.3235 0.9173 -0.12 -0.42 0.11 -0.05
O -2.9317 -0.1157 0.5344 -0.04 0.11 0.00 -0.09
O 4.1869 5.3750 0.9348 -0.96 -2.10 0.01 0.17
O 1.2086 4.4926 1.5478 -0.35 0.07 -0.40 0.06
C -1.4599 3.4873 1.2969 0.66 -0.02 -0.19 -0.27
C 2.5545 2.5314 1.8380 -1.17 -0.14 -0.79 -0.06
C 3.5610 4.3477 1.0084 1.08 0.90 -0.22 -0.50
C 2.1878 -1.4783 -0.9889 -0.19 -0.03 -0.18 -0.31
C 0.2944 -4.9592 -2.7601 0.21 -0.24 0.02 -0.31
C 1.6558 3.3248 0.8736 0.86 0.11 0.74 -0.49
C 0.6171 2.6104 0.0903 -0.22 -0.70 -0.15 -0.09
C -4.3774 -1.1125 2.2205 0.07 0.03 0.01 -0.09
C -0.1812 -6.2053 -2.0366 0.02 0.05 0.07 -0.09
C -0.6417 2.2684 0.8669 -0.38 0.36 0.30 -0.15
C -4.2823 -0.2654 0.9648 0.10 -0.23 -0.02 -0.31
C 2.5344 -1.2060 -2.4394 -0.01 0.13 0.02 -0.09
H 3.3950 -1.7968 -2.7544 -0.03 -0.03 -0.02 0.08
H 0.8481 4.2690 2.4066 -0.09 -0.12 0.22 0.11
H -0.4445 -4.1635 -2.6759 0.05 0.07 0.00 0.11
H -3.9790 -2.1145 2.0428 -0.07 -0.03 -0.02 0.07
H -1.3380 3.6331 2.3708 -0.34 0.08 0.32 0.11
H 0.4502 -5.1695 -3.8231 -0.12 0.03 -0.03 0.11
H 1.0604 1.6771 -0.2365 0.12 -0.21 -0.28 0.10
H 2.9360 1.6811 1.2917 0.18 -0.43 0.02 0.14
H 2.0164 2.2056 2.7164 0.30 0.16 0.60 0.14
H -3.7903 -0.6663 3.0234 -0.03 0.05 0.01 0.08
H 1.9581 -2.5337 -0.8436 0.11 -0.04 -0.01 0.09
H -1.1153 -6.5742 -2.4621 0.01 -0.02 -0.01 0.07
H 0.5662 -6.9990 -2.1040 -0.03 -0.03 -0.07 0.07
H -1.3115 1.6739 0.2656 -0.05 -0.27 -0.36 0.10
H -5.4121 -1.2070 2.5531 0.00 -0.02 -0.01 0.07
H 2.1730 -5.1404 -2.2772 0.07 -0.03 0.01 0.09
H -4.6605 0.7381 1.1494 0.08 0.06 -0.06 0.11
H 3.0226 -1.2134 -0.3405 -0.07 0.09 0.08 0.11
H 0.3223 -0.9229 -1.1270 -0.06 0.00 -0.05 0.08
H -4.8722 -0.7114 0.1568 -0.10 0.05 0.04 0.11
H 1.6912 -1.4525 -3.0884 0.03 -0.11 -0.01 0.07
H -3.2272 4.1780 0.9858 -0.29 0.31 0.02 0.08
H -1.0357 4.3635 0.8233 -0.05 0.33 -0.18 0.11
H 2.7611 -0.1486 -2.5846 0.05 0.00 0.03 0.07
H -0.4225 1.6503 1.7282 0.18 -0.24 0.26 0.12
H -2.5798 -0.9912 0.3527 0.03 -0.07 0.03 0.08
H 0.3383 3.1707 -0.7927 0.12 0.37 -0.20 0.14
H -0.3369 -5.9938 -0.9785 -0.04 0.03 0.00 0.08
```
Forces are in eV/Å.

---

The following is a DFT calculation (ωB97M-V/def2-TZVPD) of C12H29AuN4O7P as an isolated structure at a distorted geometry.

* HOMO (spin up / spin down): -9.08 / -11.61 eV
* energy relative to the best compared isomer or geometry (same formula, charge and spin): 26.2 kJ/mol
* spin multiplicity: 3
* orbital gap (spin up / spin down): 4.263 / 5.779 eV
* lowest unoccupied orbital energy (spin up / spin down): -4.814 / -5.827 eV
* net charge: +1
* maximum force: 5.168 eV/Å

XYZ file:
```
54
Properties=species:S:1:pos:R:3:forces:R:3:lowdin_charge:R:1
Au -0.7059 -0.8682 -0.4718 2.69 4.38 0.50 1.35
P 1.2630 2.6458 0.5300 -0.64 -0.62 -0.66 0.53
O -1.1485 -5.4936 1.4455 0.72 0.13 0.28 -0.07
O -2.7159 0.8631 -1.6960 0.54 -0.66 2.27 0.01
O -0.0996 -0.7438 2.4465 -1.85 0.26 -1.36 -0.05
O 0.2397 1.9588 -0.3341 0.11 0.03 0.42 -0.41
O 1.9240 -1.2977 0.9426 -0.93 -0.13 1.62 -0.04
O -0.7161 0.1166 -3.2938 -1.50 0.53 0.40 0.00
O -2.3760 -3.0344 -1.8862 1.26 -0.44 2.32 -0.14
N -0.9844 -0.5222 1.5301 0.73 -0.31 0.56 -0.17
N -2.2825 0.3748 -0.5958 -0.87 -0.38 -1.76 -0.17
N 1.2655 -1.2859 -0.2293 -0.70 -0.37 -1.71 -0.19
N -0.0208 -0.5074 -2.3299 0.62 -1.20 0.41 -0.17
C -2.0812 0.2405 1.7668 -0.25 0.41 -0.58 -0.23
C 1.2582 -0.8244 -2.5299 0.09 0.03 0.80 -0.26
C 0.8529 2.5212 2.2834 0.12 0.23 0.19 -0.17
C 1.9660 -1.2770 -1.3695 -0.48 0.37 0.08 -0.28
C 1.4123 4.3879 0.1177 0.18 0.13 0.19 -0.17
C -3.9061 1.6907 0.6812 -0.34 0.05 0.07 0.01
C 3.4135 -1.5896 -1.2998 0.52 -0.01 -0.54 -0.01
C -2.3869 0.6252 3.1674 -0.39 0.09 0.33 0.00
C 2.8926 1.8926 0.3657 0.27 0.17 0.11 -0.17
C 1.9074 -0.5898 -3.8481 0.22 -0.06 -0.25 0.00
C -1.5188 -3.1799 -0.6240 -1.80 -1.96 -1.78 -0.16
C -2.7868 0.7154 0.6203 0.44 0.31 0.87 -0.21
H -2.1043 -0.1810 3.8575 -0.02 0.29 -0.23 0.10
H 2.9459 0.9883 0.9834 -0.02 0.17 -0.15 0.04
H 1.5082 3.1769 2.8717 -0.17 -0.20 0.00 0.07
H 2.6339 0.2346 -3.7972 -0.22 -0.18 0.02 0.10
H 0.9686 1.4842 2.6216 0.03 0.24 -0.10 0.04
H -0.4005 -6.0606 1.1881 -0.41 0.18 0.18 0.06
H -0.4668 -3.0011 -0.9158 -0.63 -0.29 0.04 0.06
H -4.5973 1.4173 1.4867 0.11 0.11 -0.20 0.10
H 2.4524 -1.4920 -4.1523 -0.13 0.21 -0.04 0.10
H 1.1585 -1.1513 1.6392 1.33 -0.29 -0.69 0.07
H 3.0498 1.6132 -0.6822 -0.05 0.14 0.16 0.05
H 3.9880 -0.7437 -0.9022 -0.09 -0.15 0.03 0.09
H -1.8610 1.5428 3.4689 0.00 -0.28 -0.12 0.10
H -1.5638 0.4341 -2.8091 1.03 -0.28 -0.92 0.08
H 3.7907 -1.7967 -2.3041 0.02 0.03 0.14 0.08
H 1.6535 4.4857 -0.9465 -0.04 -0.05 0.20 0.06
H -3.0780 -3.7061 -1.8243 0.41 0.34 0.01 0.08
H -3.5394 2.7107 0.8784 -0.01 -0.32 -0.06 0.12
H -3.4560 0.8257 3.2723 0.14 -0.05 0.03 0.09
H -1.5133 -4.2050 -0.2080 -0.23 0.40 -0.45 0.07
H 1.1553 -0.3455 -4.5996 0.19 -0.08 0.08 0.09
H -0.7676 -4.8828 2.1028 -0.23 -0.45 -0.28 0.05
H -4.4388 1.7003 -0.2761 0.12 0.02 0.29 0.09
H 3.6744 2.5975 0.6765 -0.08 -0.23 -0.05 0.06
H -0.1904 2.8222 2.4341 0.22 0.06 -0.07 0.05
H 0.4582 4.8895 0.3113 0.17 -0.09 -0.04 0.06
H 3.6187 -2.4647 -0.6764 -0.15 0.19 -0.01 0.10
H 2.2021 4.8518 0.7191 -0.15 0.04 -0.14 0.06
H -1.9460 -2.5629 0.1933 0.10 -0.47 -0.39 0.06
```
Forces are in eV/Å.

---

The following is a DFT calculation (ωB97M-V/def2-TZVPD) of C12H29BBrI2MgN2NbO2P as an isolated structure at a distorted geometry.

* HOMO: -10.19 eV
* orbital gap: 3.430 eV
* lowest unoccupied orbital energy: -6.764 eV
* net charge: +1
* maximum force: 2.849 eV/Å

XYZ file:
```
52
Properties=species:S:1:pos:R:3:forces:R:3:lowdin_charge:R:1
I 2.4089 2.6525 1.4336 1.13 0.31 0.13 0.76
I 0.1040 4.6224 0.2743 -0.95 0.47 -0.32 0.81
Nb 0.5696 -0.1370 0.0886 -2.46 0.55 -1.33 1.36
Br 2.2293 -0.3740 2.2980 0.18 -0.87 1.05 0.24
P -0.9968 -0.0545 -1.9275 0.35 0.02 0.08 0.58
Mg 0.6672 -1.0297 4.0673 0.40 -0.05 -1.10 0.93
O 3.6831 -0.7041 -0.8398 0.10 0.75 0.23 0.09
O 2.1872 -1.5245 -2.4547 -0.59 -0.03 -0.11 0.01
N -0.1817 0.5778 -3.1155 0.09 0.18 0.16 -0.30
N -3.7706 2.3499 3.0434 0.04 -0.04 0.04 0.01
C 1.5618 1.9078 -0.3713 -0.59 -0.72 0.34 -0.89
C -0.0780 -2.3060 1.9744 0.19 -1.65 1.10 -0.45
C -3.3152 1.2633 0.7972 -0.05 -0.16 -0.07 -0.22
C 3.2538 -3.7029 -2.0298 0.14 -0.13 0.01 -0.06
C 0.5747 2.9265 -0.9945 0.70 0.41 0.36 -0.89
C -0.0960 -2.2842 0.5313 0.57 -0.85 -0.07 -0.29
C 1.1349 3.4866 -2.2877 -0.18 -0.16 -0.40 -0.18
C 0.4371 -3.2745 2.8072 -1.17 1.98 -1.05 -0.03
C -2.1859 0.4112 1.3669 0.18 -0.02 -0.17 -0.31
C 2.1126 -2.9459 -2.6280 -0.25 0.24 -0.38 -0.23
C -0.8275 1.1054 1.3545 1.31 0.09 0.45 -0.37
C -4.3115 1.7507 1.8345 -0.02 0.39 0.09 -0.28
B 2.4091 -0.9120 -1.2703 0.98 0.46 1.28 -0.73
H 2.4290 1.8144 -0.9972 0.33 0.15 -0.22 -0.03
H -4.9857 0.9529 2.1104 -0.17 -0.30 0.22 0.11
H 4.3182 -0.6420 -1.5612 0.27 -0.43 -0.10 0.11
H 2.0909 -3.1005 -3.6939 0.01 0.05 -0.41 0.13
H -4.9215 2.5016 1.3524 -0.33 0.19 -0.20 0.11
H -0.3998 1.2385 2.3549 0.02 0.02 0.29 0.00
H -3.5702 1.6755 3.7618 0.04 -0.14 0.14 0.05
H 0.9758 4.5441 -2.3947 -0.12 0.38 -0.08 0.04
H -1.0624 -2.4428 0.0765 -0.42 0.32 -0.28 0.05
H -2.1148 0.7071 -1.5562 -0.32 -0.07 -0.02 -0.05
H 3.2500 -4.7001 -2.4459 -0.02 -0.38 -0.07 0.09
H -0.4955 -1.3917 2.4134 -0.04 0.49 0.22 0.00
H -2.9192 2.1195 0.2649 0.25 0.27 -0.13 0.10
H -2.9351 2.8850 2.8633 0.10 0.21 -0.02 0.07
H 0.4522 -4.3285 2.6303 0.58 -0.30 -0.43 0.09
H -2.1809 -0.5343 0.8222 0.08 -0.36 -0.04 0.07
H -0.3930 2.4848 -1.1618 -0.35 0.00 -0.04 0.00
H 0.9371 -2.9556 3.7088 0.09 -0.45 1.17 -0.03
H -1.5853 -1.2860 -2.2266 -0.34 -0.29 0.01 -0.05
H 0.6505 2.9939 -3.1200 -0.05 -0.13 -0.31 0.06
H 1.1609 -3.3021 -2.2545 -0.34 -0.06 0.24 0.11
H 3.1944 -3.7902 -0.9548 0.03 0.09 0.38 0.08
H 2.1973 3.3097 -2.3542 0.38 0.02 -0.01 0.08
H -0.9498 2.1191 1.0106 0.15 0.43 -0.20 -0.04
H -3.8627 0.6843 0.0663 -0.27 -0.10 -0.31 0.10
H -2.4381 0.1889 2.3958 -0.12 -0.40 0.36 0.09
H 0.8006 0.7495 -2.9507 0.12 -0.15 -0.20 -0.05
H 0.5912 -3.0481 0.1884 0.01 -0.38 -0.25 0.06
H 4.1959 -3.2515 -2.3005 0.34 0.16 -0.03 0.09
```
Forces are in eV/Å.